Entry 1:
Here is a structure of composition C20H49B2CdN4O8PSi in a non-equilibrium geometry from the Open Molecules 2025 dataset. Energies are from wB97M-V/def2-TZVPD.

Molar mass   666.728 g/mol
Net charge   +2
Calculated total energy   -2460.13289 hartree

Last column: Mulliken charge in e.
Element x y z (Å)
C (1.779, -2.043, 2.415)  -0.747
C (1.272, -1.134, 3.538)  -1.007
C (0.938, 0.295, 3.137)  0.510
C (1.911, 0.966, 2.086)  -1.134
N (1.754, 0.621, 0.713)  0.105
C (0.504, 0.910, 0.045)  0.116
C (-0.100, 2.243, 0.470)  -0.996
C (0.694, 3.494, 0.099)  -1.618
O (2.082, 3.394, 0.398)  -0.142
Si (3.078, 4.605, -0.270)  0.337
C (4.374, 5.113, 1.012)  -1.113
C (2.163, 6.166, -0.768)  -1.145
C (3.989, 3.823, -1.737)  -0.990
O (-0.310, -0.272, 0.261)  0.865
C (-1.650, -0.254, -0.186)  -1.012
C (-2.641, 0.238, 0.862)  -1.128
C (-2.583, -0.487, 2.230)  -0.616
N (-2.699, 0.407, 3.381)  -0.491
C (-1.984, -1.735, -0.693)  0.639
C (-3.497, -1.974, -0.908)  -1.391
C (-4.199, -1.282, -2.092)  -0.509
C (-4.350, 0.211, -1.986)  0.376
O (-3.713, 1.024, -2.553)  -0.511
O (-5.371, 0.581, -1.179)  -0.510
N (-1.519, -2.664, 0.380)  0.181
B (-1.176, -4.026, -0.048)  -0.148
O (-2.174, -4.978, -0.293)  -0.393
C (0.316, -4.574, -0.241)  0.437
C (0.473, -6.030, 0.264)  -1.691
P (-1.120, -2.002, -2.300)  1.246
N (-1.671, -3.241, -3.087)  -0.876
O (0.459, -2.223, -2.097)  -0.672
O (-1.310, -0.707, -3.238)  -0.485
B (0.969, 1.080, -1.519)  0.401
C (2.319, 0.458, -2.088)  -1.104
O (0.210, 1.808, -2.357)  -0.661
H (2.790, -1.714, 2.149)  0.431
H (1.872, -3.085, 2.703)  0.532
H (1.164, -1.897, 1.523)  -0.046
H (1.953, -1.154, 4.385)  0.389
H (0.342, -1.579, 3.907)  0.370
H (1.040, 0.905, 4.033)  0.641
H (-0.085, 0.441, 2.808)  -0.622
H (2.921, 0.667, 2.377)  0.852
H (1.887, 2.032, 2.282)  0.175
H (2.066, -0.314, 0.479)  0.535
H (-0.311, 2.304, 1.538)  0.550
H (-1.070, 2.372, -0.001)  0.472
H (0.275, 4.309, 0.698)  0.449
H (0.548, 3.810, -0.932)  0.614
H (3.867, 5.645, 1.813)  0.318
H (4.895, 4.222, 1.352)  0.312
H (5.042, 5.793, 0.490)  0.356
H (1.655, 6.664, 0.055)  0.347
H (1.393, 5.905, -1.500)  0.360
H (2.828, 6.854, -1.285)  0.419
H (3.279, 3.244, -2.323)  0.169
H (4.763, 3.181, -1.316)  0.266
H (4.479, 4.573, -2.350)  0.495
H (-1.829, 0.376, -1.064)  0.592
H (-3.666, 0.184, 0.515)  0.148
H (-2.491, 1.297, 1.069)  0.716
H (-3.359, -1.259, 2.243)  0.530
H (-1.633, -1.022, 2.280)  -0.326
H (-2.898, 1.360, 3.103)  0.260
H (-3.461, 0.088, 3.965)  0.295
H (-4.085, -1.737, -0.024)  0.471
H (-3.656, -3.038, -1.058)  0.383
H (-5.214, -1.677, -2.108)  0.615
H (-3.791, -1.510, -3.069)  0.234
H (-5.180, 1.464, -0.830)  0.389
H (-2.330, -2.794, 0.984)  0.300
H (-2.450, -5.314, 0.578)  0.345
H (0.466, -4.599, -1.332)  0.150
H (1.065, -3.954, 0.245)  0.067
H (0.786, -6.100, 1.302)  0.330
H (1.296, -6.508, -0.364)  0.416
H (-0.415, -6.640, 0.109)  0.605
H (-2.060, -2.952, -3.978)  0.357
H (0.736, -1.978, -1.194)  0.201
H (-0.486, -0.660, -3.753)  0.366
H (3.119, 1.129, -1.771)  0.371
H (2.332, 0.478, -3.177)  0.529
H (2.541, -0.542, -1.719)  0.143
H (0.542, 1.725, -3.262)  0.311
Cd (1.312, -6.805, -2.230)  0.695


Entry 2:
Here is a cluster of 3 separate species, C20H49N3O9P in total in a non-equilibrium geometry from the Open Molecules 2025 dataset. Energies are from wB97M-V/def2-TZVPD.

Molar mass   506.598 g/mol
Net charge   +1
Calculated total energy   -1973.83714 hartree

Last column: Mulliken charge in e.
Element x y z (Å)
C (4.560, 0.954, 4.922)  -0.580
C (4.210, -0.578, 4.884)  -0.488
O (4.038, -1.120, 3.550)  -0.456
P (2.408, -1.276, 3.174)  0.853
O (1.599, -2.062, 4.177)  -0.789
C (1.716, 0.474, 3.096)  -0.358
C (0.365, 0.577, 2.290)  -0.324
C (-0.227, 2.024, 2.194)  -0.848
N (0.595, 2.949, 1.331)  -0.010
C (1.639, 3.561, 2.075)  0.068
N (1.513, 4.023, 3.421)  -0.422
N (2.850, 3.668, 1.463)  -0.288
O (2.252, -2.054, 1.678)  -0.157
C (3.133, -1.401, 0.706)  0.099
C (2.941, -2.090, -0.731)  -0.873
H (3.790, 1.616, 4.432)  -0.079
H (4.572, 1.255, 6.010)  0.342
H (5.533, 1.160, 4.412)  0.297
H (5.101, -1.119, 5.315)  0.358
H (3.348, -0.838, 5.561)  0.395
H (2.531, 1.094, 2.603)  -0.193
H (1.625, 0.892, 4.140)  0.562
H (-0.389, -0.046, 2.855)  0.379
H (0.515, 0.069, 1.304)  0.221
H (-1.218, 1.936, 1.662)  0.432
H (-0.472, 2.484, 3.193)  0.369
H (-0.054, 3.665, 0.974)  0.306
H (1.343, 3.162, 3.969)  0.369
H (2.474, 4.281, 3.687)  0.348
H (3.283, 4.568, 1.277)  0.251
H (3.311, 2.776, 1.274)  0.227
H (4.203, -1.485, 1.030)  0.352
H (2.863, -0.305, 0.644)  -0.024
H (3.905, -2.519, -1.115)  0.327
H (2.553, -1.327, -1.455)  0.303
H (2.248, -2.961, -0.592)  0.039
C (-4.816, 3.640, -4.187)  -0.770
O (-3.540, 4.249, -4.196)  -0.246
C (-3.478, 5.337, -5.111)  -0.595
C (-2.270, 6.210, -4.809)  -0.357
O (-2.500, 7.129, -3.742)  -0.463
C (-2.490, 6.570, -2.434)  -0.478
C (-1.090, 6.242, -1.939)  -0.520
O (-0.663, 4.985, -2.454)  -0.210
C (0.728, 4.802, -2.315)  -0.704
H (-5.074, 3.267, -5.184)  0.315
H (-4.787, 2.800, -3.493)  0.228
H (-5.576, 4.349, -3.843)  0.324
H (-4.391, 5.939, -5.046)  0.357
H (-3.384, 4.921, -6.121)  0.439
H (-2.079, 6.833, -5.687)  0.391
H (-1.373, 5.615, -4.634)  0.165
H (-3.158, 5.709, -2.366)  0.226
H (-2.901, 7.349, -1.786)  0.392
H (-1.098, 6.170, -0.842)  0.380
H (-0.396, 7.031, -2.249)  0.350
H (1.272, 5.552, -2.897)  0.367
H (0.981, 3.815, -2.701)  0.246
H (1.020, 4.858, -1.257)  0.155
C (-3.620, -7.252, -2.679)  -0.770
O (-2.820, -7.230, -1.514)  -0.246
C (-1.807, -8.227, -1.546)  -0.568
C (-0.734, -7.923, -0.512)  -0.405
O (0.213, -6.955, -0.960)  -0.473
C (-0.240, -5.605, -0.965)  -0.385
C (-0.307, -4.994, 0.426)  -0.478
O (-1.515, -5.373, 1.068)  -0.292
C (-1.471, -5.131, 2.460)  -0.693
H (-4.102, -8.228, -2.799)  0.316
H (-4.390, -6.489, -2.577)  0.230
H (-3.015, -7.020, -3.562)  0.320
H (-1.353, -8.274, -2.542)  0.343
H (-2.276, -9.190, -1.312)  0.445
H (-0.157, -8.836, -0.349)  0.387
H (-1.166, -7.639, 0.449)  0.183
H (-1.188, -5.508, -1.498)  0.225
H (0.510, -5.054, -1.539)  0.318
H (-0.297, -3.899, 0.346)  0.368
H (0.557, -5.324, 1.014)  0.370
H (-0.692, -5.741, 2.929)  0.319
H (-2.433, -5.416, 2.884)  0.258
H (-1.292, -4.069, 2.664)  0.229